Entry from OMol25: a molecular structure, C9H21I3N4O5PS2 at a distorted geometry (ωB97M-V/def2-TZVPD).

**Charge**: -1
**HOMO level**: -5.89 eV
**Orbital gap**: 8.07 eV

```
45
C9H21I3N4O5PS2, DFT ωB97M-V/def2-TZVPD
C 2.279 -4.699 2.886
C 1.465 -3.447 3.072
I 2.638 -1.720 3.363
C 0.136 -3.403 3.087
I -0.897 -1.620 3.417
S -0.733 -4.995 2.860
O -0.320 -5.726 4.038
O -0.243 -5.593 1.641
N -2.311 -4.899 2.926
S -3.211 -4.055 1.892
O -3.816 -2.925 2.542
O -4.175 -4.937 1.286
I -1.927 -3.239 -0.022
H 1.936 -5.254 2.017
H 2.242 -5.325 3.776
H 3.316 -4.423 2.701
O 0.308 1.440 0.641
P 0.009 2.182 -0.616
N -0.296 0.937 -1.754
C 0.711 0.297 -2.573
C -1.390 0.049 -1.377
N 1.482 3.025 -0.818
C 2.210 3.139 -2.060
C 2.399 3.029 0.318
N -0.838 3.407 -1.536
C -1.640 4.289 -0.671
C -1.564 3.121 -2.766
H 0.226 -0.171 -3.435
H 1.288 -0.468 -2.036
H 1.404 1.020 -2.997
H -2.333 0.610 -1.324
H -1.226 -0.413 -0.402
H -1.530 -0.743 -2.112
H 2.836 2.259 -2.252
H 2.873 4.009 -2.027
H 1.544 3.300 -2.909
H 2.975 2.098 0.392
H 1.863 3.170 1.250
H 3.098 3.863 0.212
H -2.536 3.787 -0.287
H -1.949 5.186 -1.210
H -1.042 4.613 0.185
H -2.421 2.452 -2.633
H -0.904 2.704 -3.521
H -1.937 4.069 -3.163
```